Record 1
DFT (ωB97M-V/def2-TZVPD) results for a 3-piece molecular cluster, C4H13N3O overall at a distorted geometry.

Last column: Mulliken charge in e.
Positions of all 21 atoms, in Å:
C (-1.63112, -0.49967, -0.14989)  0.230
N (-2.43611, 0.24083, 0.75382)  -0.543
N (-1.67725, -0.07194, -1.50937)  -0.597
O (-1.89205, -1.88632, -0.07489)  -0.539
H (-1.34113, -2.32174, -0.73784)  0.326
H (0.04501, 0.90722, 0.62878)  0.325
H (-2.34840, -0.11950, 1.69723)  0.249
H (-2.54907, -0.33771, -1.97831)  0.211
H (-3.43202, 0.21743, 0.50226)  0.221
H (-1.57153, 0.93318, -1.58052)  0.222
C (0.89301, -0.95829, 1.25728)  -0.951
N (0.56036, 0.10681, 0.31791)  -0.346
C (2.44784, 1.11928, 0.18827)  -0.226
C (2.70056, 1.55874, -1.02785)  -0.599
H (0.56600, -0.06221, -0.67130)  0.240
H (3.06372, 1.32849, 1.06229)  0.270
H (1.76182, -1.49396, 0.87897)  0.344
H (1.16985, -0.50930, 2.20951)  0.328
H (0.06076, -1.64784, 1.39677)  0.412
H (2.03959, 1.33225, -1.87027)  0.170
H (3.57016, 2.16425, -1.29287)  0.254

Output
- E_HOMO (spin up / spin down): -0.236 / -0.222 Ha
- LUMO energy (spin up / spin down): 0.77 / 0.62 eV
- Gap between HOMO and LUMO (spin up / spin down): 0.2649 / 0.2450 Ha



Record 2
DFT (ωB97M-V/def2-TZVPD) results for a 2-piece molecular cluster, C4H13N3O overall at a distorted geometry.

Last column: Mulliken charge in e.
Positions of all 21 atoms, in Å:
C (-1.53070, -0.25750, -0.20760)  0.481
C (-0.85642, -1.17343, -1.21700)  -1.335
C (-1.57001, 1.18809, -0.67834)  -1.388
N (-0.80313, -0.33834, 1.12643)  -0.632
H (-2.56468, -0.60539, -0.04491)  0.298
H (-1.30058, 0.18404, 1.84157)  0.274
H (-0.75922, -1.30465, 1.43459)  0.191
H (0.15757, -0.83945, -1.41825)  0.281
H (-1.43822, -1.18573, -2.13637)  0.398
H (-0.81766, -2.19559, -0.84429)  0.364
H (-0.56823, 1.53941, -0.90828)  0.265
H (-2.19785, 1.26104, -1.56403)  0.399
H (-2.00099, 1.83237, 0.08579)  0.363
C (2.23846, 0.46327, 0.16832)  0.466
N (2.26461, -0.91750, 0.30734)  -0.342
N (1.56572, 1.14836, 1.14529)  -0.441
O (2.98183, 1.03775, -0.61790)  -0.663
H (1.97493, -1.31312, 1.18858)  0.203
H (0.71673, 0.72514, 1.51833)  0.337
H (3.01004, -1.39093, -0.17799)  0.222
H (1.49780, 2.14215, 0.99870)  0.260

Output
- E_HOMO: -0.344 Ha
- SMILES: NC(N)=O.CC(C)N
- LUMO energy: 0.78 eV
- Gap between HOMO and LUMO: 0.3723 Ha



Number 1 is which compound?
C4H13N3O



Which formula does entry 1 have?
C4H13N3O